Record 1
A structure of composition C27H19Cl2F5N3O2RhS3, computed with ωB97M-V with the def2-TZVPD basis set.

As for the total energy: -111016.975 eV. Its spin multiplicity is 5. The calculation puts the molar mass at 782.47 g mol⁻¹. As for the HOMO-LUMO gap (alpha / beta): 7.79 / 5.54 eV. As for the HOMO energy (alpha / beta): -7.4987 / -8.4787 eV.

Each line ends with the Löwdin spin population.
Positions of all 62 atoms, in Å:
Rh1 1.712 0.058 1.226  2.23
Cl1 3.937 -1.290 0.528  0.07
C1 5.118 -0.037 0.305  0.06
C2 6.444 -0.419 0.249  -0.01
C3 7.413 0.555 0.072  0.07
C4 7.059 1.890 -0.048  -0.01
C5 5.727 2.252 0.009  0.06
Cl2 5.337 3.928 -0.136  0.02
C6 4.704 1.301 0.193  0.06
S1 3.047 1.777 0.247  0.62
H1 6.706 -1.462 0.342  0.00
H2 8.456 0.272 0.033  0.00
H3 7.807 2.655 -0.182  0.00
C7 -4.229 -3.698 -0.674  0.00
C8 -4.033 -2.482 -1.534  0.00
C9 -3.813 -1.233 -0.968  0.00
C10 -3.638 -0.101 -1.751  0.00
C11 -3.654 -0.211 -3.133  0.00
N1 -3.452 0.911 -3.975  0.00
C12 -2.775 2.066 -3.681  0.00
O1 -3.036 3.127 -4.205  0.00
N2 -1.754 1.954 -2.756  0.00
C13 -0.903 0.873 -2.510  0.00
C14 -0.746 -0.204 -3.373  0.00
C15 0.132 -1.213 -3.022  0.00
C16 0.840 -1.117 -1.837  0.01
N3 0.696 -0.079 -1.014  0.08
C17 -0.159 0.882 -1.337  0.01
C18 -3.874 -1.453 -3.718  0.00
C19 -4.072 -2.569 -2.924  0.00
H4 -4.124 -3.448 0.380  0.00
H5 -3.498 -4.471 -0.909  0.00
H6 -5.220 -4.129 -0.816  0.00
H7 -3.785 -1.133 0.108  0.00
H8 -3.485 0.861 -1.283  0.00
H9 -4.072 1.028 -4.765  0.00
H10 -1.457 2.862 -2.419  0.00
H11 -1.296 -0.250 -4.300  0.00
H12 0.270 -2.068 -3.666  0.00
H13 1.534 -1.887 -1.528  0.00
H14 -0.272 1.690 -0.624  0.00
H15 -3.877 -1.542 -4.797  0.00
H16 -4.245 -3.527 -3.396  0.00
F1 -0.147 2.796 2.326  0.01
C20 -0.880 1.655 2.296  0.02
C21 -0.325 0.478 1.848  0.11
C22 -1.193 -0.591 1.794  0.03
F2 -0.764 -1.790 1.319  0.01
C23 -2.516 -0.539 2.196  0.00
F3 -3.310 -1.619 2.157  0.00
C24 -3.027 0.666 2.654  0.00
F4 -4.306 0.755 3.045  0.00
C25 -2.204 1.779 2.697  0.00
F5 -2.700 2.953 3.118  0.00
C26 2.660 0.675 6.310  0.01
O2 2.377 -0.437 5.452  0.02
C27 2.273 -0.218 4.152  0.03
S2 1.939 -1.565 3.191  0.22
S3 2.473 1.295 3.455  0.24
H17 3.627 1.108 6.055  0.00
H18 2.677 0.254 7.311  0.00
H19 1.880 1.429 6.212  0.00

=====

Record 2
A structure of composition C27H20Br2F5FeN3O5P, computed with ωB97M-V with the def2-TZVPD basis set.

As for the total energy: -240381.179 eV. The energy above the lowest of the compared OMol25 structures with the same formula, charge and spin is 21.8 kcal/mol. Its spin multiplicity is 2. The calculation puts the molar mass at 808.09 g mol⁻¹. As for the HOMO-LUMO gap (alpha / beta): 7.19 / 7.55 eV. As for the HOMO energy (alpha / beta): -7.9773 / -7.9744 eV.

Each line ends with the Löwdin spin population.
Positions of all 64 atoms, in Å:
Fe1 0.784 0.542 -0.239  0.95
Br1 -3.304 2.049 -2.735  0.00
C1 -1.985 3.047 -1.837  0.00
C2 -2.073 4.455 -1.830  0.00
C3 -1.150 5.220 -1.178  -0.01
Br2 -1.326 7.104 -1.193  0.00
C4 -0.065 4.614 -0.494  0.00
C5 0.945 5.273 0.239  -0.01
C6 1.920 4.540 0.861  0.00
C7 1.919 3.140 0.742  -0.01
N1 0.999 2.509 0.056  -0.01
C8 0.003 3.214 -0.539  0.00
C9 -0.960 2.393 -1.192  0.01
O1 -0.794 1.092 -1.112  0.04
H1 -2.894 4.925 -2.352  0.00
H2 0.936 6.352 0.306  0.00
H3 2.698 5.021 1.437  0.00
H4 2.677 2.527 1.214  0.00
O2 0.748 0.374 1.568  0.02
C10 0.674 -0.743 2.273  0.00
C11 0.637 -0.603 3.672  0.01
C12 0.548 -1.694 4.502  0.00
C13 0.493 -2.986 3.973  0.01
C14 0.532 -3.144 2.607  0.00
C15 0.625 -2.049 1.738  0.01
C16 0.656 -2.263 0.300  0.00
N2 0.534 -1.327 -0.627  0.00
C17 0.621 -1.934 -1.859  0.00
C18 0.782 -3.265 -1.677  0.01
N3 0.797 -3.461 -0.311  0.00
H5 0.680 0.404 4.067  0.00
H6 0.520 -1.549 5.575  0.00
H7 0.415 -3.847 4.622  0.00
H8 0.464 -4.146 2.200  0.00
H9 0.526 -1.371 -2.770  0.00
H10 0.870 -4.077 -2.375  0.00
H11 0.949 -4.336 0.157  0.00
F1 2.051 1.124 -2.767  0.00
C19 3.042 0.750 -1.919  0.00
C20 2.697 0.390 -0.634  -0.01
C21 3.740 0.014 0.189  0.00
F2 3.517 -0.368 1.461  0.00
C22 5.059 0.005 -0.241  0.00
F3 6.045 -0.368 0.580  0.00
C23 5.359 0.381 -1.539  0.00
F4 6.624 0.372 -1.963  0.00
C24 4.340 0.759 -2.395  0.00
F5 4.620 1.122 -3.650  0.00
C25 -3.300 -1.939 -2.765  0.00
O3 -2.377 -1.509 -1.763  0.00
P1 -2.788 -1.379 -0.215  0.00
O4 -4.234 -0.652 -0.438  0.00
C26 -4.924 -0.221 0.727  0.00
O5 -3.336 -2.911 0.077  0.00
C27 -2.764 -3.632 1.159  0.00
H12 -2.722 -2.103 -3.672  0.00
H13 -4.049 -1.169 -2.943  0.00
H14 -3.792 -2.866 -2.468  0.00
H15 -5.813 0.312 0.397  0.00
H16 -4.304 0.452 1.325  0.00
H17 -5.229 -1.072 1.342  0.00
H18 -3.559 -4.173 1.671  0.00
H19 -2.269 -2.967 1.872  0.00
H20 -2.031 -4.353 0.788  0.00